Entry 1:
Formula: C22H25CeN3O8PTe
Source: the Open Molecules 2025 dataset
Level of theory: ωB97M-V/def2-TZVPD

Output
- gap between HOMO and LUMO (alpha / beta) (eV) = 4.08 / 4.08
- LUMO energy (alpha / beta) (eV) = -5.60 / -5.60
- max |F| (eV/Å) = 2.15

```
! RIJCOSX wB97M-V def2-TZVPD def2/J DEFGRID3
* xyz 1 1
Ce 1.380 -1.036 -0.014
O 2.832 -0.749 7.070
C 3.737 -0.973 6.226
O 4.943 -1.178 6.311
C 3.115 -1.211 4.862
C 2.023 -2.063 4.692
C 1.410 -2.165 3.464
N 1.815 -1.428 2.419
C 2.901 -0.633 2.595
C 3.597 -0.498 3.757
C 3.057 0.035 1.263
O 3.536 -0.666 0.292
O 2.222 0.919 0.973
H 1.646 -2.623 5.537
H 0.565 -2.820 3.296
H 4.476 0.125 3.851
C 2.409 -0.668 -3.762
C 2.014 -2.047 -3.318
O 0.872 -1.919 -2.392
P 0.311 -3.147 -1.468
O -0.495 -2.279 -0.474
Te 2.185 -4.013 -0.354
O -0.514 -4.129 -2.309
C -1.959 -3.941 -2.622
C -2.785 -4.653 -1.592
H 3.319 -0.733 -4.359
H 2.630 -0.004 -2.923
H 1.632 -0.195 -4.361
H 2.822 -2.551 -2.787
H 1.696 -2.680 -4.144
H -2.061 -4.365 -3.616
H -2.157 -2.872 -2.671
H -2.568 -5.720 -1.586
H -3.840 -4.518 -1.837
H -2.617 -4.252 -0.593
C -3.313 3.244 0.744
N -2.125 2.379 0.764
N -1.439 2.072 -0.390
C -0.675 0.992 -0.143
O 0.177 0.529 -1.019
C -0.913 0.569 1.170
C -1.836 1.458 1.696
C -2.494 1.474 3.030
C -1.299 3.013 -1.471
C -1.406 2.546 -2.767
C -1.242 3.448 -3.808
C -0.989 4.787 -3.541
C -0.886 5.233 -2.230
C -1.031 4.339 -1.179
H -3.474 3.588 -0.272
H -3.155 4.103 1.392
H -4.177 2.673 1.074
H -0.468 -0.241 1.725
H -1.915 0.888 3.740
H -3.494 1.040 2.967
H -2.585 2.489 3.414
H -1.614 1.502 -2.957
H -1.323 3.101 -4.829
H -0.870 5.485 -4.358
H -0.680 6.274 -2.020
H -0.918 4.668 -0.154
*
```

Entry 2:
Formula: C22H25Cl3NO5
Source: the Open Molecules 2025 dataset
Level of theory: ωB97M-V/def2-TZVPD

Output
- gap between HOMO and LUMO (eV) = 4.43
- LUMO energy (eV) = 1.19
- max |F| (eV/Å) = 3.10
- energy above the lowest of the compared OMol25 structures with the same formula, charge and spin (kcal per mole) = 1.2

```
! RIJCOSX wB97M-V def2-TZVPD def2/J DEFGRID3
* xyz -1 1
C 2.275 2.581 5.054
C 0.843 2.219 4.792
O 0.851 0.967 4.097
C -0.403 0.523 3.924
C -0.579 -0.817 3.358
C -1.949 -1.415 3.404
C -2.647 -1.243 4.767
C -4.075 -1.776 4.794
C -4.913 -1.205 3.650
C -4.226 -1.332 2.292
C -2.817 -0.753 2.325
C 0.520 -1.688 2.938
O 0.295 -2.768 2.395
O 1.758 -1.217 3.147
C 2.753 -2.068 2.565
C 4.075 -1.487 2.963
O -1.362 1.233 4.243
H 2.314 3.634 5.349
H 2.671 1.987 5.880
H 2.910 2.422 4.178
H 0.296 2.107 5.741
H 0.341 2.976 4.174
H -1.816 -2.481 3.176
H -2.025 -1.709 5.544
H -2.669 -0.164 4.953
H -4.047 -2.869 4.731
H -4.530 -1.519 5.756
H -5.892 -1.694 3.618
H -5.094 -0.142 3.851
H -4.156 -2.387 2.000
H -4.788 -0.808 1.511
H -2.841 0.315 2.584
H -2.318 -0.861 1.352
H 2.633 -3.090 2.957
H 2.626 -2.066 1.471
H 4.870 -2.055 2.468
H 4.145 -0.432 2.675
H 4.216 -1.561 4.043
Cl 0.086 0.189 0.931
C 0.723 0.727 -0.639
Cl 2.308 -0.127 -0.916
C -0.162 0.145 -1.783
O -0.777 -0.885 -1.630
C -0.141 0.937 -3.058
C 0.201 2.324 -3.063
C 0.061 3.034 -4.272
C -0.350 2.358 -5.404
C -0.606 0.977 -5.307
N -0.519 0.307 -4.165
C 0.666 2.914 -1.820
Cl 1.061 4.585 -1.789
C 0.854 2.184 -0.684
H 0.292 4.098 -4.305
H -0.485 2.861 -6.358
H -0.915 0.406 -6.183
H 1.172 2.648 0.242
*
```

Entry 3:
Formula: C22H25ClIN7OReS2
Source: the Open Molecules 2025 dataset
Level of theory: ωB97M-V/def2-TZVPD

Output
- gap between HOMO and LUMO (alpha / beta) (eV) = 6.98 / 5.83
- LUMO energy (alpha / beta) (eV) = -6.20 / -7.46
- max |F| (eV/Å) = 0.89
- energy above the lowest of the compared OMol25 structures with the same formula, charge and spin (kcal per mole) = 18.4

```
! RIJCOSX wB97M-V def2-TZVPD def2/J DEFGRID3
* xyz 2 4
Re 0.009 -0.269 0.118
C 5.260 -2.686 -2.646
C 4.868 -2.212 -1.254
N 3.465 -2.547 -0.936
C 2.458 -1.682 -0.995
S 0.805 -2.362 -0.804
N 2.661 -0.409 -1.248
N 1.460 0.265 -1.229
C 1.201 1.208 -2.080
C 2.205 1.803 -2.998
C -0.244 1.509 -2.179
C -0.769 2.490 -2.984
C -2.151 2.594 -3.108
C -2.965 1.703 -2.432
C -2.378 0.752 -1.619
N -1.051 0.656 -1.496
H 6.307 -2.447 -2.838
H 4.652 -2.196 -3.409
H 5.139 -3.767 -2.747
H 4.967 -1.137 -1.161
H 5.495 -2.675 -0.495
H 3.222 -3.522 -0.891
H 3.148 1.275 -2.919
H 2.365 2.853 -2.734
H 1.850 1.769 -4.030
H -0.108 3.167 -3.509
H -2.585 3.362 -3.736
H -4.042 1.745 -2.519
H -2.974 0.050 -1.051
Cl -4.528 1.615 5.033
C -3.331 1.614 3.791
C -2.661 2.762 3.483
C -1.657 2.782 2.491
I -0.676 4.544 2.015
C -1.311 1.642 1.818
O -0.355 1.573 0.856
C -2.032 0.475 2.109
N -1.692 -0.634 1.362
C -2.348 -1.774 1.552
C -3.361 -1.896 2.499
C -3.703 -0.809 3.268
C -3.043 0.424 3.087
H -2.909 3.674 4.013
H -2.063 -2.614 0.929
H -3.871 -2.844 2.609
H -4.487 -0.885 4.012
C 1.444 -4.539 2.731
N 1.195 -3.143 2.323
C 1.438 -2.012 2.959
S 1.405 -0.460 2.140
N 1.736 -1.904 4.246
C 1.724 -2.911 5.319
H 1.715 -5.094 1.837
H 0.558 -4.999 3.165
H 2.269 -4.609 3.429
H 1.027 -3.017 1.336
H 1.960 -0.964 4.533
H 0.937 -3.638 5.160
H 1.515 -2.391 6.249
H 2.683 -3.414 5.414
*
```